## i
Computed, not measured: one molecule with the formula C4H9NOS, with ωB97M-V/def2-TZVPD.

Properties
M	119.2	g/mol

Last column: natural (NBO) charge in e.
Atoms and positions in Å:
C 0.17614 0.97517 1.30003  0.07
C 0.80543 -1.24444 0.51541  -0.65
C -1.49030 -0.30203 -0.27949  -0.67
C -0.14370 -0.12861 0.55394  0.09
N 0.92161 1.77560 -0.85797  -1.00
O -0.57593 2.07662 1.28824  -0.70
S -0.14830 2.82185 -0.39994  0.97
H 1.20463 0.91644 1.66867  0.16
H 1.04620 -1.48084 -0.53680  0.22
H 0.25135 -2.17629 0.84157  0.21
H 1.60255 -1.01999 1.12537  0.21
H -2.18333 0.43879 -0.10001  0.22
H -2.02583 -1.22706 -0.23386  0.23
H -1.34033 -0.28994 -1.36337  0.22
H 1.82117 2.07351 -0.49430  0.35
H -1.10233 2.15406 -0.95350  0.07

***

## ii
Computed, not measured: one molecule with the formula C4H9NOS, with ωB97M-V/def2-TZVPD.

Properties
M	119.2	g/mol

Last column: natural (NBO) charge in e.
Atoms and positions in Å:
C 0.14744 -1.55469 -0.42447  -0.24
C -1.02732 -1.42742 0.56070  -0.65
C -0.10191 0.78549 -0.45422  -0.23
C 0.43014 2.05382 0.29762  -0.65
N 0.88504 -0.29836 -0.28619  -0.61
O -2.71820 0.14504 -0.92058  -0.98
S -1.82851 0.23589 0.23968  1.19
H 0.79650 -2.40974 -0.22315  0.22
H -0.39836 -1.64265 -1.53519  0.21
H -1.64773 -2.35343 0.47127  0.25
H -0.80779 -1.39137 1.71954  0.22
H -0.43602 1.17761 -1.47766  0.24
H 0.65884 1.91941 1.38390  0.22
H -0.32398 2.94158 0.34825  0.22
H 1.18322 2.44676 -0.46754  0.24
H 1.19700 -0.34742 0.73051  0.35

***

Stability summary: most stable ii, least stable i.

***

## i
Computed, not measured: one molecule with the formula C4H9NOS, with ωB97M-V/def2-TZVPD.

Properties
M	119.2	g/mol
SMILES	CC(=O)NCCS

Last column: natural (NBO) charge in e.
Atoms and positions in Å:
C -2.03166 -0.08211 1.50531  -0.71
C -1.22438 -0.25773 0.24676  0.67
O -1.36368 -1.21571 -0.48492  -0.60
N -0.21746 0.65208 0.06566  -0.64
C 0.63332 0.63019 -1.11602  -0.24
C 2.01073 0.02179 -0.90619  -0.52
S 2.02611 -1.72050 -0.41198  -0.03
H -2.39483 0.92125 1.72327  0.22
H -2.87555 -0.76100 1.50256  0.24
H -1.36499 -0.38229 2.31682  0.24
H -0.37089 1.58423 0.42920  0.39
H 0.13231 0.05232 -1.89086  0.23
H 0.76598 1.64668 -1.47615  0.20
H 2.65092 0.56709 -0.20837  0.21
H 2.47170 -0.01085 -1.89392  0.23
H 1.15238 -1.64544 0.59884  0.12

***

## ii
Computed, not measured: one molecule with the formula C4H9NOS, with ωB97M-V/def2-TZVPD.

Properties
M	119.2	g/mol

Last column: natural (NBO) charge in e.
Atoms and positions in Å:
C 0.04916 -1.08221 0.40884  -0.26
C -0.89644 -0.81127 1.53264  -0.60
C 1.04400 0.59232 -0.79190  0.13
C 1.00836 1.73102 -1.76515  -0.68
N 0.01891 -0.15525 -0.63226  -0.41
O -2.25421 -2.48910 3.31715  -0.96
S -0.96489 -2.35678 2.65156  1.09
H 1.19159 -1.27932 0.78402  0.15
H -0.18223 -1.99628 -0.19147  0.22
H -0.65135 0.17312 2.07763  0.24
H -1.94484 -0.91171 1.12934  0.24
H 2.04190 0.53299 -0.32716  0.15
H 0.62767 2.72059 -1.36572  0.24
H 0.17584 1.49964 -2.47967  0.24
H 2.08304 1.90208 -2.29981  0.22
H -0.18641 -1.72950 3.72573  0.01

***

Stability summary: most stable i, least stable ii.

***

## i
Computed, not measured: one molecule with the formula C4H9NOS, with ωB97M-V/def2-TZVPD.

Properties
M	119.2	g/mol
SMILES	N[C@@H](C=O)CCS

Last column: natural (NBO) charge in e.
Atoms and positions in Å:
N 0.70301 -0.30012 1.88614  -0.86
C 0.28251 0.33396 0.67189  -0.16
C 1.22480 1.49635 0.34440  0.44
O 2.04044 1.44507 -0.53366  -0.52
C 0.12900 -0.61008 -0.56027  -0.45
C -1.26807 -1.01147 -0.91678  -0.47
S -2.22992 0.38315 -1.68745  -0.09
H 1.63419 -0.66271 1.88899  0.39
H 0.16285 -0.00812 2.68270  0.40
H -0.71562 0.76221 0.82998  0.21
H 1.16590 2.35783 1.03593  0.11
H 0.72426 -0.48537 -1.46318  0.23
H 0.61091 -1.49874 -0.10345  0.22
H -1.83841 -1.12760 0.00995  0.21
H -1.39530 -1.86066 -1.57433  0.22
H -1.23055 0.78630 -2.51084  0.12

***

## ii
Computed, not measured: one molecule with the formula C4H9NOS, with ωB97M-V/def2-TZVPD.

Properties
M	119.2	g/mol
SMILES	C=NS[C@@H](C)CO

Last column: natural (NBO) charge in e.
Atoms and positions in Å:
C 2.30264 -0.84760 2.02522  -0.04
N 1.44251 -0.86345 1.08209  -0.60
S 1.13329 0.60649 0.26599  0.37
C -0.62901 0.47856 -0.19977  -0.37
C -1.01249 1.78126 -0.99215  -0.61
C -0.91508 -0.74157 -1.00291  -0.08
O -0.84005 -1.93668 -0.27842  -0.73
H 2.84611 -0.01962 2.45203  0.16
H 2.62372 -1.77076 2.58554  0.18
H -1.28203 0.40083 0.67348  0.22
H -0.29882 2.00776 -1.76277  0.22
H -2.02429 1.54320 -1.39937  0.22
H -1.09847 2.63888 -0.31505  0.22
H -0.32903 -0.79791 -1.95458  0.16
H -1.99746 -0.64265 -1.27432  0.17
H 0.07847 -1.83674 0.09499  0.49

***

## iii
Computed, not measured: one molecule with the formula C4H9NOS, with ωB97M-V/def2-TZVPD.

Properties
M	119.2	g/mol
SMILES	C[C@H](CS)NC=O

Last column: natural (NBO) charge in e.
Atoms and positions in Å:
C 1.03385 -1.17557 0.68424  -0.62
C 0.40798 0.13011 0.18070  -0.07
C -1.05604 0.31363 0.58199  -0.52
S -1.38621 0.07116 2.36770  -0.05
N 0.55501 0.18586 -1.26766  -0.61
C 0.26559 1.31130 -1.96104  0.53
O 0.04634 2.38508 -1.44438  -0.61
H 2.11274 -1.09972 0.64828  0.22
H 0.76817 -1.99983 0.01664  0.19
H 0.69001 -1.45567 1.67019  0.24
H 0.96434 0.95857 0.61012  0.22
H -1.43039 1.32164 0.43497  0.25
H -1.69561 -0.32380 -0.02712  0.22
H -2.10787 -1.05134 2.28143  0.13
H 0.51706 -0.70932 -1.72810  0.39
H 0.31504 1.13791 -3.04795  0.11

***

Stability summary: most stable iii, least stable ii.

***

## i
Computed, not measured: C4H9NOS as an isolated structure, with ωB97M-V/def2-TZVPD.

Properties
M	119.2	g/mol

Last column: natural (NBO) charge in e.
Atoms and positions in Å:
C -0.02917 0.89040 0.70353  -0.13
C 0.17109 1.86907 -0.44820  -0.56
C 0.72796 -0.17917 -0.12811  -0.37
C 0.39432 -1.66866 0.08504  -0.07
H -1.47499 -0.49866 0.00754  0.34
H -2.18783 1.64034 0.32655  0.20
H 0.42839 1.30960 1.62203  0.20
H -0.69489 2.67940 -0.26947  0.23
H 1.23183 2.30622 -0.12305  0.22
H 1.79992 -0.17461 0.06318  0.23
H -0.70954 -1.84336 0.32978  0.18
H 0.77514 -1.91243 1.15295  0.19
H -0.10939 -2.85516 -1.77540  0.48
N -1.30965 0.33148 1.05650  -0.68
O 0.82623 -2.49056 -0.96012  -0.71
S 0.16058 0.59609 -1.64274  0.25

***

## ii
Computed, not measured: C4H9NOS as an isolated structure, with ωB97M-V/def2-TZVPD.

Properties
M	119.2	g/mol

Last column: natural (NBO) charge in e.
Atoms and positions in Å:
C 0.31415 1.78708 0.01225  -0.55
C 0.23386 0.66521 1.00674  -0.07
C 0.39055 -0.77805 0.87342  -0.12
C 0.50886 -1.56145 -0.58498  -0.12
H -1.15476 0.83440 -1.54818  0.15
H 1.20280 1.43877 -0.48814  0.22
H 0.44589 2.65013 0.61051  0.23
H 0.61559 1.13343 1.95959  0.19
H -1.71371 -0.35130 0.66864  0.35
H 0.92972 -1.27142 1.59027  0.19
H 0.22062 -2.89094 -0.49843  0.20
H 1.65170 -1.38238 -1.09338  0.22
H -1.33755 -1.38120 -1.20099  0.47
N -0.79586 -0.12548 1.37784  -0.57
O -0.49273 -0.80515 -1.54073  -0.76
S -1.01913 2.03834 -1.14441  -0.04

***

Stability summary: most stable ii, least stable i.